Here is the ion C8H17N2 with charge +1 at a distorted geometry from OMol25. Energies are from ωB97M-V with the def2-TZVPD basis set.

Geometry as XYZ:
```
27
Properties=species:S:1:pos:R:3:forces:R:3
N -2.0558 0.2968 0.5084 0.31 -0.67 -1.38
N -1.5710 -1.3372 -1.2594 -1.32 1.31 -0.17
C 0.3003 2.2385 -0.5632 -2.58 0.18 -2.37
C -1.3130 -0.3276 -0.3941 3.69 -1.47 2.40
C 0.2983 -0.1652 0.1658 -1.22 -0.29 -2.41
C 2.1785 -2.0040 -0.0747 -1.33 -3.02 -2.61
C -3.4523 0.4750 0.7791 -0.20 0.03 0.12
C 2.3483 1.2952 0.4756 -0.38 -2.26 0.88
C 0.9170 -1.5219 0.6164 -1.40 -0.72 -0.28
C 0.9202 1.0433 0.0629 -0.31 -0.55 0.14
H 0.1537 -2.3919 0.5386 0.96 1.76 0.67
H 2.0051 -2.7705 -0.9694 -0.26 1.38 1.80
H -0.7564 1.9717 -0.8909 0.96 0.54 0.54
H -3.6192 1.5175 0.8369 -0.39 1.23 -0.39
H 3.0306 1.1661 -0.3871 -0.24 0.60 0.61
H 0.7262 2.4102 -1.5842 0.28 0.03 0.92
H -1.4643 0.9237 1.0059 0.35 0.35 0.62
H 2.5820 0.5298 1.2288 0.43 -0.15 -0.40
H 1.2008 -1.3208 1.6332 -0.27 -0.36 0.82
H 0.2214 3.2320 -0.0705 0.55 -0.93 0.18
H -3.7773 0.1406 1.7500 0.36 -0.77 0.38
H 2.9157 -2.5434 0.4864 0.17 0.15 0.88
H 2.4195 2.1750 1.0825 0.27 1.04 -0.47
H -0.8517 -1.8339 -1.7833 0.25 0.73 0.56
H -2.4812 -1.4517 -1.7278 0.42 0.16 0.82
H 2.5912 -1.2358 -0.6058 1.64 2.17 -1.01
H -4.0538 0.0412 0.0310 -0.76 -0.47 -0.85
```
Positions in Å, forces in eV/Å.

2S+1: 1
energy relative to the best compared isomer or geometry (same formula, charge and spin): 2.350 eV
molecular weight: 141.24 g/mol
orbital gap: 9.850 eV
charge: +1
calculated total energy: -424.22849 Eh

natural (NBO) population analysis, charges in e, atoms 1 to 2: number 1, N, carries -0.50; number 2, N, carries -0.76